C28H35N8O5RbS | ωB97M-V with the def2-TZVPD basis set

## Properties
* orbital gap: 4.6835 eV
* calculated total energy: -63251.58074 eV
* highest occupied orbital energy: -1.176 eV
* energy above the lowest of the compared OMol25 structures with the same formula, charge and spin: 255.1 kJ/mol
* total charge: -2

The geometry in XYZ format:
```
78
C28H35N8O5RbS (ωB97M-V with the def2-TZVPD basis set)
Rb 0.3683 0.4004 1.3841
C -1.4698 3.2306 -1.4318
C -2.0522 3.2115 -0.0092
N -1.9379 1.9068 0.6128
C -3.1499 1.1303 0.6971
C -3.4740 0.4054 -0.6132
N -2.3868 -0.4536 -1.0022
C -2.6536 -1.2653 -2.1679
C -2.0325 -0.6846 -3.4447
C -0.5190 -0.9430 -3.4795
N 0.2085 0.0185 -2.6881
C 0.7540 1.1286 -3.4211
C 1.6077 2.0038 -2.4965
N 0.8717 2.4081 -1.3293
C 0.0283 3.5753 -1.4830
H -2.0163 3.9711 -2.0264
H -1.6004 2.2403 -1.8645
H -3.1124 3.5166 -0.0550
H -1.5243 3.9525 0.5974
H -1.4954 1.9857 1.5200
H -4.0245 1.7548 0.9742
H -3.0255 0.3595 1.4653
H -3.6478 1.1316 -1.4141
H -4.4280 -0.1538 -0.4742
H -2.0989 -1.0522 -0.2320
H -3.7415 -1.3942 -2.3179
H -2.2207 -2.2542 -2.0064
H -2.2181 0.3879 -3.4876
H -2.5005 -1.1556 -4.3150
H -0.1679 -0.9330 -4.5300
H -0.3477 -1.9428 -3.0752
H 0.9156 -0.4193 -2.1111
H -0.0732 1.7150 -3.8331
H 1.3796 0.8049 -4.2836
H 1.9761 2.8698 -3.0857
H 2.4757 1.4150 -2.1861
H 1.4716 2.5216 -0.5242
H 0.2356 4.0657 -2.4507
H 0.2513 4.2973 -0.6907
O 1.4212 5.3431 5.5102
C 1.2552 4.4000 4.7274
C 1.3915 2.9571 5.0616
O 1.8636 2.4814 6.1017
C 0.9180 2.2130 3.8866
C 1.0057 3.1313 2.7604
O 1.1680 2.7963 1.5630
C 0.8916 4.4880 3.2934
O 0.5219 5.4974 2.6713
O 0.5059 1.0342 3.8240
S -0.6135 -3.1759 0.4528
C 1.0634 -3.4220 0.5498
N 1.5101 -4.6127 0.8692
N 2.8670 -4.8562 0.8854
C 3.6454 -5.2260 -0.1626
C 4.8641 -5.8730 0.1024
C 5.6857 -6.2836 -0.9228
C 5.3321 -6.0537 -2.2440
C 4.1345 -5.4033 -2.5165
C 3.2949 -4.9976 -1.5032
N 1.8423 -2.3231 0.4568
N 3.0101 -2.4178 -0.0887
C 3.8524 -1.3470 0.0474
C 3.4436 -0.0559 0.4242
C 4.3510 0.9761 0.5169
C 5.6888 0.7592 0.2132
C 6.0990 -0.5019 -0.2044
C 5.2022 -1.5455 -0.2862
H 3.1948 -5.1630 1.7961
H 5.1411 -6.0475 1.1349
H 6.6073 -6.8044 -0.6897
H 5.9770 -6.3844 -3.0481
H 3.8561 -5.2217 -3.5471
H 2.3701 -4.4929 -1.7319
H 2.3936 0.1284 0.6031
H 4.0026 1.9519 0.8341
H 6.4029 1.5687 0.2870
H 7.1354 -0.6680 -0.4732
H 5.5138 -2.5303 -0.6033
```



C28H35O2Si | ωB97M-V with the def2-TZVPD basis set

## Properties
* orbital gap: 6.4920 eV
* calculated total energy: -41570.81277 eV
* highest occupied orbital energy: -11.053 eV
* energy above the lowest of the compared OMol25 structures with the same formula, charge and spin: 10.1 kJ/mol
* total charge: +1

The geometry in XYZ format:
```
66
C28H35O2Si (ωB97M-V with the def2-TZVPD basis set)
C -3.0724 0.1191 2.0830
C -1.7272 0.6617 2.5329
C -1.6274 2.1735 2.3156
C -1.6078 0.3737 4.0323
C -0.5368 0.0273 1.7811
C -0.4390 -1.2732 1.0162
O 0.6000 0.5739 2.1267
Si 2.1521 0.3492 2.8972
C 3.1893 -0.5117 1.6192
C 2.7740 2.0762 3.2212
C 2.0366 -0.5941 4.4981
H -3.1659 -0.9435 2.3476
H -3.8929 0.6726 2.5710
H -3.2074 0.2240 1.0006
H -0.7654 2.5893 2.8502
H -1.5457 2.4107 1.2464
H -2.5238 2.6730 2.7058
H -0.6700 0.7523 4.4570
H -2.4266 0.8752 4.5610
H -1.6852 -0.7012 4.2357
H 0.6605 -1.3313 0.8157
H -0.6931 -2.0333 1.8094
H 4.2141 -0.6216 2.0002
H 2.7948 -1.5054 1.3823
H 3.2206 0.0891 0.7024
H 3.7751 2.0292 3.6728
H 2.8580 2.6461 2.2886
H 2.1292 2.6317 3.9125
H 3.0292 -0.6303 4.9738
H 1.3534 -0.1326 5.2204
H 1.7222 -1.6306 4.3323
C 1.5833 4.4710 -4.0644
C 1.8783 3.2199 -4.6226
C 0.8491 2.3262 -4.9174
C -0.4644 2.7140 -4.6380
O -1.5003 1.7619 -4.7420
C -1.4865 0.8132 -3.7151
C -2.1678 1.1084 -2.5252
C -1.9862 0.2608 -1.4337
C -1.1502 -0.8622 -1.4816
C -1.0829 -1.7777 -0.2553
C -0.4139 -3.1602 -0.4709
C -0.9399 -4.2870 0.1776
C -0.3369 -5.5374 0.0278
C 0.8042 -5.6595 -0.7695
C 1.4212 -4.5226 -1.3018
C 0.8540 -3.2659 -1.0586
C -0.6093 -1.1831 -2.7318
C -0.7038 -0.3369 -3.8279
C -0.7823 3.9672 -4.1086
C 0.2594 4.8362 -3.7930
H 2.3963 5.1625 -3.8280
H 2.9077 2.9312 -4.8463
H 1.0452 1.3314 -5.3172
H -2.8141 1.9984 -2.4641
H -2.5522 0.4680 -0.5309
H -2.1454 -2.0152 -0.0439
H -1.8415 -4.1775 0.7832
H -0.7888 -6.4250 0.4776
H 1.2430 -6.6360 -0.9687
H 2.2989 -4.5767 -1.9540
H 1.3565 -2.3390 -1.3919
H -0.0760 -2.1199 -2.8605
H -0.1770 -0.5405 -4.7580
H -1.8237 4.2069 -3.9037
H 0.0235 5.8062 -3.3511
```



C28H36As2PtSi | ωB97M-V with the def2-TZVPD basis set

## Properties
* <S²>: 6.025
* orbital gap (spin up / spin down): 6.3010 / 3.8128 eV
* calculated total energy: -162400.65939 eV
* highest occupied orbital energy (spin up / spin down): -11.701 / -13.870 eV
* energy above the lowest of the compared OMol25 structures with the same formula, charge and spin: 0.0 kJ/mol
* total charge: +2
* multiplicity: 5

The geometry in XYZ format:
```
68
C28H36As2PtSi (ωB97M-V with the def2-TZVPD basis set)
C 1.3102 2.3507 0.6959
C 0.2965 2.6105 -0.3332
C -0.9835 2.7009 0.3633
H 0.4800 2.8343 -1.3807
C -0.7190 2.6609 1.7698
C 0.6651 2.4860 1.9710
H 1.1866 2.5787 2.9193
H 2.3773 2.2620 0.4997
H -1.9268 2.9455 -0.1220
H -1.4572 2.8534 2.5443
Pt 0.0012 0.5170 0.1244
C -0.9990 -2.4198 -4.1683
H -1.6901 -2.2603 -3.3338
H -1.4584 -2.0535 -5.0962
H -0.0189 -1.9339 -4.0536
Si 0.0437 -0.5676 -1.8835
C 1.7939 -0.5008 -2.5576
C 2.5159 0.6977 -2.5320
H 2.0946 1.5850 -2.0520
C 3.7800 0.7645 -3.1339
H 4.3207 1.7138 -3.1310
C 4.3229 -0.3671 -3.7431
H 5.2982 -0.3109 -4.2264
C 3.6202 -1.5842 -3.7344
H 4.0326 -2.4666 -4.2248
C 2.3768 -1.6624 -3.1008
H 1.8432 -2.6126 -3.0364
C -1.0530 0.5129 -2.9870
C -0.5527 1.0813 -4.1675
H 0.4474 0.8131 -4.5240
C -1.3064 2.0269 -4.8715
H -0.8978 2.4740 -5.7775
C -2.5643 2.4099 -4.3913
H -3.1490 3.1581 -4.9310
C -3.0679 1.8543 -3.2135
H -4.0322 2.1752 -2.8068
C -2.3216 0.8902 -2.5293
H -2.7140 0.4630 -1.5996
H -0.3721 -1.9895 -1.7272
H -0.7959 -3.4951 -4.2242
C 2.9926 -1.1712 4.4851
As 1.9672 -0.6129 2.8903
C 1.5514 -2.4523 2.3653
C 0.3021 -0.1596 3.9204
C 0.4951 0.4857 5.1391
C -0.6046 0.8219 5.9382
C -1.8932 0.4631 5.5402
C -2.0975 -0.1683 4.3032
C -1.0069 -0.4079 3.4573
As -1.3673 -0.7590 1.5319
C -3.1692 -0.0433 1.3247
C -1.6317 -2.6652 1.1365
H 3.7982 -1.8190 4.1272
H 2.3349 -1.7107 5.1738
H 3.4088 -0.2787 4.9620
H 2.3478 -3.0823 2.7771
H 0.5728 -2.7423 2.7615
H 1.5679 -2.4731 1.2705
H 1.5022 0.7409 5.4788
H -0.4440 1.3633 6.8673
H -2.7467 0.6862 6.1832
H -3.1060 -0.4677 3.9956
H -3.1933 0.9742 1.7286
H -3.3983 -0.0416 0.2546
H -3.8444 -0.7045 1.8789
H -0.6636 -3.1639 1.0373
H -2.2031 -3.0823 1.9755
H -2.1986 -2.7255 0.2024
```



> The lowest total charge belongs to which entry?

C28H35N8O5RbS